#w
14
Properties=species:S:1:pos:R:3:lowdin_charge:R:1 method="wB97M-V/def2-TZVPD" smiles="Nc1cn(N)[nH]c1=O" mol_weight_g_mol=114.108 homo_ev=-7.31 lumo_energy_ev=0.542
C 0.71658 0.58986 0.08100 0.16
C -0.21145 0.30171 -1.54712 -0.17
C -1.25506 -0.49208 -1.01613 -0.52
N -1.13687 -0.80848 0.32212 0.13
N 0.01912 -0.21572 0.86307 -0.22
N 0.04733 0.95540 -2.68523 0.04
N 0.14800 -0.38073 2.24672 0.11
O -2.19787 -1.06106 -1.66389 -0.07
H 1.64822 1.04171 0.39061 0.09
H -1.53841 -1.64797 0.55637 0.13
H -0.79450 1.43827 -3.03335 0.11
H 0.53442 0.49595 -3.42073 0.08
H -0.55827 -0.08612 2.79720 0.05
H 0.49628 -1.25717 2.57358 0.09

#x
14
Properties=species:S:1:pos:R:3:lowdin_charge:R:1 method="wB97M-V/def2-TZVPD" mol_weight_g_mol=114.108 homo_ev=-8.66 lumo_energy_ev=0.695
C -0.51341 -0.77248 0.88626 -0.54
C 0.14134 -1.39723 -0.12816 0.03
C 0.57380 -0.13895 -0.90073 -0.41
H -1.97659 -2.06845 1.32716 0.19
H -1.88484 -0.48267 2.15590 0.08
H 0.44142 -2.68236 -0.19416 0.20
H 1.41792 -0.49892 -2.71933 0.06
H 1.62143 2.61915 -0.09352 0.15
H 0.41814 2.62064 -1.04921 0.08
N -1.33984 -1.25477 1.84004 0.11
N 1.01522 0.23215 -2.07000 0.08
N 0.37735 0.90224 0.03330 -0.13
N 0.48090 2.39595 0.01594 0.06
O -0.77284 0.52569 0.89652 0.05

It is #x that is the least stable of them.